Entry 1:
Molecular formula: C3HErO2
Method: DFT, ωB97M-V with the def2-TZVPD basis set

Values from the calculation:
Net charge ... +2
Molar mass ... 236.30 g mol⁻¹
Multiplicity ... 4
Energy ... -34817.17075 eV
LUMO (spin up / spin down) ... -10.9 / -11.9 eV

CARTESIAN COORDINATES (ANGSTROEM)
H: -0.178 2.076 0.856
C: 0.080 0.700 1.677
C: 0.077 0.944 0.383
O: 0.740 -0.066 2.384
Er: -1.209 -0.113 -1.353
O: 0.915 -1.363 -0.193
C: 1.470 -1.855 0.733

Entry 2:
Molecular formula: C45H50IO14P
Method: DFT, ωB97M-V with the def2-TZVPD basis set

Values from the calculation:
Molar mass ... 972.76 g mol⁻¹
Multiplicity ... 1
Energy ... -93497.19257 eV
LUMO ... -1.7 eV
SMILES ... CCOP(=O)(CCc1c(C[C@H]2CO2)ccc2c1C(=O)c1c(CC[C@H](C)CCC=C(C)C)cc(I)cc1C2=O)OCC.O=C1C=C(O)C(=O)C=C1O.O=C1C=C(O)C(=O)C=C1O

CARTESIAN COORDINATES (ANGSTROEM)
C: -4.745 -3.396 -2.670
C: -4.060 -2.178 -1.752
O: -4.413 -2.258 -0.326
P: -4.908 -0.646 0.237
O: -5.277 -0.725 1.772
C: -3.376 0.470 0.016
C: -3.659 2.080 0.111
C: -3.111 2.965 -1.157
C: -4.069 4.133 -1.876
C: -5.593 4.508 -1.404
C: -5.364 6.181 -0.833
C: -5.107 6.312 0.879
O: -3.945 6.513 -0.267
C: -3.486 5.012 -3.175
C: -1.971 4.836 -3.800
C: -1.017 3.697 -3.076
C: -1.584 2.801 -1.782
C: -0.462 1.715 -1.179
O: -0.237 1.573 0.129
C: 0.368 0.887 -2.374
C: 0.613 -0.730 -2.259
C: 0.055 -1.665 -1.035
C: 0.963 -1.616 0.329
C: 0.047 -1.713 1.710
C: 0.224 -0.367 2.675
C: 0.434 -3.003 2.655
C: 1.917 -2.900 3.347
C: 2.049 -4.210 4.378
C: 3.422 -4.828 4.440
C: 4.191 -4.777 5.888
C: 4.023 -5.472 3.051
C: 1.447 -1.497 -3.483
C: 2.004 -0.592 -4.739
I: 3.118 -1.590 -6.334
C: 1.765 1.051 -4.890
C: 0.923 1.774 -3.679
C: 0.526 3.399 -3.650
O: 1.358 4.378 -4.020
O: -6.292 -0.020 -0.614
C: -7.284 -1.065 -0.915
C: -7.452 -1.068 -2.579
H: -4.029 -4.334 -2.686
H: -5.818 -3.616 -2.257
H: -4.794 -2.981 -3.782
H: -2.894 -2.259 -1.841
H: -4.371 -1.112 -2.139
H: -2.619 0.212 0.900
H: -2.782 0.181 -0.978
H: -3.291 2.523 1.156
H: -4.846 2.205 0.140
H: -5.958 3.992 -0.421
H: -6.384 4.565 -2.263
H: -6.039 7.081 -1.389
H: -4.927 7.430 1.175
H: -4.479 5.407 1.333
H: -4.198 5.813 -3.696
H: -1.600 5.463 -4.731
H: -1.084 -1.416 -0.773
H: 0.089 -2.786 -1.425
H: 1.599 -0.614 0.274
H: 1.649 -2.586 0.327
H: -1.091 -1.801 1.414
H: 1.257 0.124 2.339
H: -0.613 0.447 2.454
H: 0.313 -0.641 3.809
H: 0.465 -3.954 1.934
H: -0.360 -3.161 3.524
H: 2.807 -2.934 2.562
H: 2.059 -1.953 4.052
H: 1.152 -4.589 5.032
H: 3.425 -5.133 6.703
H: 5.158 -5.433 5.818
H: 4.434 -3.639 6.142
H: 3.327 -5.074 2.176
H: 5.104 -5.055 2.869
H: 3.959 -6.642 3.097
H: 1.596 -2.674 -3.405
H: 2.165 1.667 -5.815
H: -7.012 -2.130 -0.510
H: -8.367 -0.820 -0.495
H: -6.368 -0.832 -3.002
H: -7.882 -2.081 -2.987
H: -8.120 -0.127 -2.822
O: 1.640 1.390 4.794
C: 1.336 2.440 5.348
C: 1.769 2.760 6.717
C: 1.407 3.905 7.298
O: 1.813 4.213 8.583
C: 0.552 4.896 6.588
O: 0.220 5.932 7.154
C: 0.139 4.587 5.210
C: 0.504 3.444 4.628
O: 0.121 3.148 3.333
H: 2.389 2.030 7.223
H: 1.421 5.093 8.777
H: -0.468 5.325 4.699
H: 0.508 2.266 3.141
O: 6.980 -2.109 -2.162
C: 7.500 -2.320 -3.252
C: 6.742 -2.251 -4.511
C: 7.334 -2.503 -5.680
O: 6.628 -2.438 -6.867
C: 8.777 -2.864 -5.753
O: 9.289 -3.108 -6.840
C: 9.541 -2.909 -4.497
C: 8.950 -2.654 -3.329
O: 9.662 -2.692 -2.145
H: 5.693 -1.990 -4.443
H: 7.276 -2.662 -7.569
H: 10.593 -3.156 -4.567
H: 9.012 -2.473 -1.442

Entry 3:
Molecular formula: C3H6O2
Method: DFT, ωB97M-V with the def2-TZVPD basis set

Values from the calculation:
Molar mass ... 74.08 g mol⁻¹
Multiplicity ... 1
Energy ... -7298.61119 eV
LUMO ... 1.0 eV
SMILES ... C=COOC

CARTESIAN COORDINATES (ANGSTROEM)
C: 0.679 -1.627 1.372
C: 0.262 -0.564 0.713
O: 1.040 0.496 0.405
O: 0.799 0.996 -0.897
C: -0.705 1.238 -1.169
H: 0.021 -2.457 1.550
H: 1.682 -1.674 1.772
H: -0.700 -0.515 0.144
H: -0.628 1.745 -2.128
H: -1.044 1.945 -0.411
H: -1.405 0.417 -1.352

Entry 4:
Molecular formula: C17H22ClNO3
Method: DFT, ωB97M-V with the def2-TZVPD basis set

Values from the calculation:
Molar mass ... 323.82 g mol⁻¹
Multiplicity ... 1
Energy ... -38138.33287 eV
LUMO ... 0.1 eV
SMILES ... CCCc1cc(=O)oc2c(CN(CC)CC)c(O)c(Cl)cc12

CARTESIAN COORDINATES (ANGSTROEM)
C: -1.772 -1.158 4.864
C: -2.709 -1.747 3.736
C: -3.186 -0.523 2.761
C: -2.087 0.294 2.012
C: -1.931 1.622 2.191
C: -0.697 2.307 1.716
O: -0.529 3.451 2.238
O: 0.159 1.621 0.976
C: -0.118 0.285 0.649
C: 0.711 -0.299 -0.293
C: 1.924 0.507 -0.743
N: 1.970 0.454 -2.271
C: 0.810 1.008 -3.017
C: 0.362 2.482 -2.571
C: 3.342 0.721 -2.896
C: 3.510 -0.420 -3.893
C: 0.407 -1.576 -0.776
O: 1.192 -1.976 -1.799
C: -0.636 -2.297 -0.272
Cl: -0.928 -3.938 -0.969
C: -1.438 -1.717 0.627
C: -1.299 -0.381 1.051
H: -0.817 -1.348 4.470
H: -1.792 -0.013 4.892
H: -2.079 -1.695 5.813
H: -3.521 -2.337 4.292
H: -2.190 -2.558 3.210
H: -3.901 -0.909 2.041
H: -3.853 0.133 3.394
H: -2.694 2.158 2.718
H: 1.862 1.521 -0.261
H: 2.808 0.024 -0.237
H: 0.913 1.096 -4.168
H: -0.099 0.286 -3.057
H: -0.371 2.825 -3.293
H: 1.279 3.118 -2.634
H: -0.171 2.590 -1.588
H: 3.373 1.633 -3.352
H: 4.064 0.627 -2.013
H: 4.326 -0.198 -4.486
H: 3.757 -1.434 -3.392
H: 2.546 -0.595 -4.376
H: 1.707 -1.261 -2.321
H: -2.201 -2.384 1.026